(1)
164
Properties=species:S:1:pos:R:3 method="wB97M-V/def2-TZVPD" e_lumo_ev="-18.79 / -22.78" spin_multiplicity=2 charge=+9 s_squared=0.752
C -0.1041 -3.4316 -1.8348
C -0.6344 -2.4858 -2.8251
C 0.4245 -1.5770 -3.4606
N -0.0637 -0.6613 -4.6396
C -0.9933 -1.4856 -5.6337
C -1.2076 -0.7495 -6.9783
C 0.1063 -0.2969 -7.5535
C 1.0097 0.5523 -6.5719
C 1.2548 -0.1890 -5.2478
C -0.8051 0.4759 -3.9329
H 0.4143 -2.8211 -1.0954
H 0.6217 -4.1216 -2.2652
H -0.9177 -3.9703 -1.3492
H -1.4194 -1.7890 -2.5315
H -1.0954 -3.0693 -3.6221
H 1.2023 -2.2280 -3.8597
H 0.9957 -0.9853 -2.7453
H -0.4177 -2.4103 -5.6734
H -1.9503 -1.6862 -5.1520
H -1.7756 -1.3447 -7.6932
H -1.8070 0.1317 -6.7494
H 0.6698 -1.1734 -7.8732
H -0.1980 0.2594 -8.4401
H 2.0073 0.7557 -6.9612
H 0.4474 1.4748 -6.4280
H 1.6622 -1.1728 -5.4808
H 1.8455 0.4481 -4.5896
H -1.7487 0.0310 -3.6171
H -0.8749 1.2409 -4.7061
H -0.2342 0.8862 -3.0998
C -4.7393 -3.8513 -0.1153
C -5.6674 -3.6340 -1.2562
C -6.3522 -2.1846 -1.0963
N -7.8421 -2.0020 -1.5522
C -8.2730 -0.4543 -1.6087
C -9.5889 -0.2937 -2.4005
C -9.6193 -0.9927 -3.8365
C -9.3177 -2.4941 -3.7031
C -7.8905 -2.5905 -3.0226
C -8.7091 -2.8408 -0.6226
H -4.1957 -2.9690 0.2225
H -4.0562 -4.5843 -0.5444
H -5.2538 -4.3263 0.7200
H -6.3772 -4.4592 -1.1970
H -5.1971 -3.7005 -2.2372
H -5.8572 -1.3711 -1.6267
H -6.3197 -1.8376 -0.0635
H -7.4239 0.0627 -2.0557
H -8.5208 -0.1757 -0.5845
H -9.4117 0.7778 -2.4930
H -10.5148 -0.3923 -1.8339
H -9.0129 -0.4917 -4.5910
H -10.6254 -0.8086 -4.2133
H -9.2733 -2.8610 -4.7285
H -10.1404 -2.9502 -3.1524
H -7.1614 -2.2712 -3.7672
H -7.8689 -3.6669 -2.8527
H -8.4581 -2.3102 0.2959
H -8.3711 -3.8754 -0.6801
H -9.7817 -2.7819 -0.8078
C 10.2737 7.4807 6.4521
N 9.5642 6.4897 5.6026
C 10.0930 6.2418 4.4083
C 9.4108 5.3792 3.5236
C 8.1497 4.9212 3.8349
C 7.6081 5.2880 5.0374
C 8.3390 6.1030 5.9359
C 7.4972 3.9091 2.9347
C 6.7275 2.8018 3.3731
C 6.2765 1.7110 2.6188
N 6.4282 1.8667 1.3278
C 7.0704 2.9316 0.7463
C 7.6943 3.8856 1.5452
C 5.8597 0.7649 0.5182
H 11.3139 7.1626 6.5214
H 9.7773 7.6871 7.4003
H 10.2680 8.4417 5.9376
H 11.1054 6.5060 4.1409
H 9.9532 5.0187 2.6620
H 6.6593 4.8562 5.3196
H 8.0538 6.3449 6.9491
H 6.8312 2.6525 4.4377
H 5.8680 0.8398 3.1093
H 7.2038 2.8604 -0.3231
H 8.2634 4.6578 1.0491
H 6.2746 -0.1936 0.8301
H 6.0528 0.8597 -0.5504
H 4.7737 0.7794 0.6096
C -7.5455 2.7541 3.8645
N -6.1138 3.0618 3.5575
C -5.1414 2.4105 4.2431
C -3.7813 2.5318 3.9229
C -3.4530 3.5226 3.0188
C -4.4457 4.1314 2.2589
C -5.8360 4.0291 2.5925
C -2.0204 3.6666 2.7262
C -1.1490 3.9020 3.7212
C 0.1938 4.1534 3.4018
N 0.6740 3.9522 2.1098
C -0.1433 3.5128 1.1344
C -1.5225 3.4075 1.4374
C 2.1492 4.0419 1.8581
H -8.0549 3.6927 3.6463
H -7.6819 2.5398 4.9245
H -7.9319 1.9774 3.2044
H -5.4848 1.9163 5.1399
H -3.0637 2.0043 4.5337
H -4.1141 4.7386 1.4296
H -6.6174 4.4600 1.9842
H -1.4843 4.0477 4.7375
H 0.8566 4.5348 4.1645
H 0.2818 3.4393 0.1442
H -2.2121 3.1364 0.6517
H 2.3703 3.6604 0.8613
H 2.5535 3.5809 2.7593
H 2.1484 5.1316 1.8811
C 2.1212 -6.5079 3.4461
N 2.4072 -5.7643 2.1941
C 2.5652 -6.4818 1.0477
C 3.0461 -5.8716 -0.0855
C 3.3014 -4.5042 -0.0987
C 2.8719 -3.8514 1.0096
C 2.5881 -4.4513 2.2329
C 3.6727 -3.8471 -1.3877
C 4.1043 -4.4635 -2.5781
C 4.6452 -3.7889 -3.7006
N 4.7701 -2.4615 -3.6437
C 4.2848 -1.7177 -2.5603
C 3.6809 -2.4704 -1.5345
C 5.2177 -1.7014 -4.8675
H 2.6068 -7.4828 3.4892
H 1.0756 -6.7427 3.2472
H 2.3509 -5.8850 4.3106
H 2.4496 -7.5511 1.1460
H 3.3093 -6.4710 -0.9445
H 3.2353 -2.8545 1.2108
H 2.5463 -3.9032 3.1625
H 4.0414 -5.5362 -2.6871
H 4.8671 -4.2707 -4.6413
H 4.3184 -0.6412 -2.4801
H 3.3423 -1.8444 -0.7222
H 5.4454 -0.7436 -4.3998
H 4.3229 -1.4714 -5.4459
H 5.9889 -2.2865 -5.3685
C 1.8702 0.3239 3.6687
C 1.0861 -0.7230 2.9528
N -0.2163 -0.3657 2.5829
C -1.3564 -0.4307 3.3889
C -2.4990 -0.2426 2.6970
N -2.1178 -0.2176 1.3886
C -0.7847 -0.2970 1.3568
C -3.0203 -0.0781 0.2686
H 2.9424 0.3047 3.4733
H 1.7349 0.2725 4.7491
H 1.5319 1.3204 3.3848
H 1.0857 -1.5547 3.6573
H 1.6213 -1.0733 2.0702
H -1.2445 -0.6323 4.4440
H -3.5272 -0.1652 3.0183
H -0.2816 -0.2269 0.4037
H -2.8497 0.9191 -0.1371
H -4.0423 -0.3423 0.5401
H -2.6854 -0.8113 -0.4651
Br 2.1603 1.1247 -0.6408



(2)
83
Properties=species:S:1:pos:R:3 method="wB97M-V/def2-TZVPD" e_lumo_ev=-3.22 spin_multiplicity=1 charge=+1
C -0.7922 -3.6627 0.9674
C 0.3635 -2.9098 1.5584
O 1.1531 -2.4142 0.4356
C 2.1278 -1.5898 0.8691
C 3.2206 -1.3542 -0.1418
S 4.7214 -2.2630 0.7989
C 4.0218 -3.4006 2.0209
C 5.2039 -3.4613 -0.4671
O 2.1363 -1.0754 1.9845
H -1.2333 -4.3103 1.7269
H -1.5742 -2.9668 0.6458
H -0.4809 -4.2817 0.1177
H 0.0337 -2.0619 2.1725
H 1.0294 -3.5407 2.1636
H 3.0656 -1.9283 -1.0690
H 3.3154 -2.8564 2.6524
H 3.5442 -4.2534 1.5256
H 4.8627 -3.7353 2.6400
H 5.2552 -2.9738 -1.4439
H 6.2037 -3.8191 -0.1871
H 4.4873 -4.2906 -0.4757
C -6.5884 0.8219 -1.1277
O -6.5765 0.2664 0.2045
C -5.4201 -0.2967 0.6421
C -4.2615 -0.4394 -0.1236
C -3.0235 -0.3866 0.5107
C -1.7775 -0.1147 -0.2909
C -1.2902 1.3224 -0.0511
C -2.1877 2.3810 -0.7023
O -3.3821 2.5843 -0.4798
N -1.4038 3.1043 -1.5529
C -1.9645 4.1685 -2.3553
C -0.0622 2.5598 -1.7530
C 0.0123 1.8488 -3.1111
C 0.9986 3.6616 -1.6521
N 0.0115 1.6209 -0.6367
C 1.1311 0.9539 -0.2182
C 2.2833 0.7970 -0.9073
C 3.4980 0.0422 -0.3875
C 4.7487 0.1990 -1.2912
C 6.0172 -0.0767 -0.7704
C 7.1541 -0.0063 -1.5787
C 7.0619 0.5486 -2.8609
C 5.8074 0.8862 -3.3733
C 4.6509 0.5895 -2.6364
C -2.9404 -0.5047 1.9004
C -4.1017 -0.5490 2.6803
O -4.1597 -0.4622 4.0361
C -2.9392 -0.5416 4.7980
C -5.3623 -0.5388 2.0347
O -6.5068 -0.4915 2.7758
C -6.9250 0.8078 3.2974
H -7.5827 1.2533 -1.2392
H -5.8172 1.5980 -1.2359
H -6.4311 0.0304 -1.8727
H -4.3130 -0.4184 -1.2160
H -0.9691 -0.8097 -0.0153
H -1.9774 -0.2444 -1.3697
H -1.2570 1.5228 1.0391
H -3.0017 4.3330 -2.0472
H -1.3928 5.0896 -2.1980
H -1.9368 3.9143 -3.4226
H -0.8100 1.1255 -3.2055
H -0.0820 2.5934 -3.9121
H 0.9635 1.3237 -3.2281
H 0.8177 4.2506 -0.7426
H 1.9955 3.2218 -1.5943
H 0.9337 4.3078 -2.5358
H 1.0089 0.4865 0.7654
H 2.4055 1.2929 -1.8682
H 3.7331 0.4770 0.5986
H 6.1223 -0.3784 0.2795
H 8.1008 -0.3874 -1.2000
H 7.9571 0.7073 -3.4635
H 5.7043 1.3365 -4.3638
H 3.6802 0.6479 -3.1469
H -1.9561 -0.4880 2.3836
H -3.2636 -0.5448 5.8389
H -2.3900 -1.4674 4.5741
H -2.2984 0.3301 4.6059
H -7.8660 0.6011 3.8068
H -6.1718 1.1773 4.0013
H -7.0730 1.5107 2.4698